The following is a DFT calculation (ωB97M-V/def2-TZVPD) of the molecule C3H4NOP in a non-equilibrium geometry.

Geometry as XYZ:
```
10
Properties=species:S:1:pos:R:3:forces:R:3:nbo_charge:R:1
C -0.301549 -0.136692 0.767891 -0.04 -0.55 0.74 -0.0741
C 1.419806 0.197863 -0.765650 0.72 -0.03 -0.18 -0.0684
C 0.253533 -1.140603 1.427654 -0.07 -0.01 0.07 -0.3815
N 0.211976 0.419189 -0.415437 -1.82 1.12 -0.84 -0.6548
O -1.523035 1.385272 -2.630901 0.09 0.02 -0.73 -0.9482
P -1.545780 1.436038 -1.185963 1.82 -0.85 1.07 1.3942
H -1.226387 0.315278 1.101943 -0.17 0.00 0.15 0.1783
H 1.725999 0.641118 -1.714726 -0.41 0.27 -0.34 0.1263
H 1.183383 -1.574252 1.099946 0.07 -0.01 -0.16 0.2253
H -0.197946 -1.543212 2.315245 -0.20 0.05 0.21 0.2028
```
Forces are in eV/Å.

Values from the calculation:
Relative energy (zero: lowest compared OMol25 entry of this formula, charge and spin): 268.5 kJ/mol
Strongest force on any atom: 0.0446 hartree/bohr
Orbital gap (alpha / beta): 5.93 / 5.94 eV
E: -15998.2301 eV
HOMO (alpha / beta): -7.584 / -7.584 eV

=====

The following is a DFT calculation (ωB97M-V/def2-TZVPD) of a cluster of 2 separate species, C3H4NOP in total in a non-equilibrium geometry.

Geometry as XYZ:
```
10
Properties=species:S:1:pos:R:3:forces:R:3:mulliken_spin:R:1
C -2.116236 -0.039244 -0.233574 0.28 1.60 1.72 0.4900
C 1.915832 -0.458642 0.019717 -0.20 -0.20 -0.65 -0.0149
C 2.695550 0.292989 0.724610 1.01 1.29 1.38 0.0005
N -2.748724 0.572109 0.623895 -1.34 -0.08 -0.76 0.4556
O 1.180571 -1.013326 -0.679644 0.32 -0.49 0.14 0.0161
P -1.457915 -0.877715 -1.517946 -0.26 -0.36 -1.22 0.8891
H 3.668983 -0.005474 1.186044 -1.28 0.26 -0.64 -0.0001
H 2.238690 1.296736 0.901063 0.68 -0.89 -0.02 -0.0007
H -2.654893 1.488595 1.070667 0.92 -0.57 0.16 0.0613
H -2.721854 -1.256024 -2.094831 -0.13 -0.57 -0.11 0.1031
```
Forces are in eV/Å.

Values from the calculation:
Relative energy (zero: lowest compared OMol25 entry of this formula, charge and spin): 114.0 kJ/mol
Strongest force on any atom: 0.0459 hartree/bohr
2S+1: 3
Orbital gap (alpha / beta): 6.66 / 7.54 eV
E: -15996.4176 eV
HOMO (alpha / beta): -5.914 / -9.474 eV

=====

The following is a DFT calculation (ωB97M-V/def2-TZVPD) of the molecule C3H4NP in a non-equilibrium geometry.

Geometry as XYZ:
```
9
Properties=species:S:1:pos:R:3:forces:R:3:nbo_charge:R:1
C -1.160408 0.355331 1.650014 -0.03 -0.32 0.32 -0.1717
C 0.663844 0.453741 -0.525240 -0.21 1.59 0.63 -0.6266
C 0.322520 -0.856603 -0.890123 -0.80 -0.39 0.19 -0.2733
N -1.285549 -0.419067 2.498050 -0.04 -0.15 0.26 -0.2852
P -0.980126 1.488106 0.358820 0.85 -0.62 -1.15 0.5114
H 1.419083 0.555253 0.245429 0.10 0.01 -0.04 0.2321
H 0.807748 1.143647 -1.351458 0.15 0.01 -0.05 0.2280
H -0.225756 -1.050880 -1.794906 -0.04 -0.06 -0.20 0.1884
H 0.438643 -1.669528 -0.190586 0.01 -0.07 0.03 0.1968
```
Forces are in eV/Å.

Values from the calculation:
Relative energy (zero: lowest compared OMol25 entry of this formula, charge and spin): 214.8 kJ/mol
Strongest force on any atom: 0.0335 hartree/bohr
Orbital gap (alpha / beta): 6.03 / 7.86 eV
E: -13951.1166 eV
HOMO (alpha / beta): -8.000 / -8.952 eV

=====

The following is a DFT calculation (ωB97M-V/def2-TZVPD) of the ion C3H4NS with charge +1 in a non-equilibrium geometry.

Geometry as XYZ:
```
9
Properties=species:S:1:pos:R:3:forces:R:3:nbo_charge:R:1
C 1.280979 0.336873 0.479480 -2.21 -0.67 -2.84 -0.1836
C 1.612993 1.091176 -0.706995 -0.89 -0.44 0.47 0.2685
C -1.012106 -0.133950 -0.351367 -1.19 0.51 -1.58 -0.4382
N 0.122755 -0.371764 0.491897 0.50 -0.69 1.93 -0.4218
S -0.571580 0.670684 -2.016620 0.69 -0.60 3.25 0.4443
H 2.072323 0.157135 1.177350 0.22 -0.07 0.64 0.2899
H -1.573354 -1.085704 -0.512991 0.75 0.44 -0.25 0.2850
H -1.790407 0.450344 0.228091 0.91 0.08 -0.82 0.2997
H -0.141603 -1.114795 1.211155 1.22 1.42 -0.81 0.4563
```
Forces are in eV/Å.

Values from the calculation:
Relative energy (zero: lowest compared OMol25 entry of this formula, charge and spin): 518.2 kJ/mol
Strongest force on any atom: 0.0712 hartree/bohr
Orbital gap (alpha / beta): 7.78 / 7.18 eV
Total charge: +1
E: -15487.3647 eV
HOMO (alpha / beta): -15.045 / -14.956 eV

=====

The following is a DFT calculation (ωB97M-V/def2-TZVPD) of a structure of composition C3H4NiO2 in a non-equilibrium geometry.

Geometry as XYZ:
```
10
Properties=species:S:1:pos:R:3:forces:R:3:mulliken_spin:R:1
O 1.094567 0.016368 0.016504 -3.38 -1.47 -1.35 0.0372
Ni -0.672846 0.670201 -0.059996 -0.89 -0.46 -0.01 1.8580
O 3.258438 0.015604 0.073828 0.49 -2.85 -2.29 0.0202
C 2.204522 -0.330944 -0.246160 3.11 4.39 3.68 -0.0036
C -2.330918 -1.026713 0.269535 1.05 -0.68 0.44 0.0171
C -2.909344 0.078069 -0.243726 0.20 1.29 -0.54 0.0564
H -1.969116 -1.830289 -0.378747 -0.21 0.07 0.17 0.0013
H -2.246096 -1.168827 1.351235 -0.13 -0.09 -0.18 0.0039
H -3.051954 0.185643 -1.323641 -0.15 -0.04 0.19 0.0030
H -3.324636 0.853945 0.408735 -0.10 -0.16 -0.11 0.0065
```
Forces are in eV/Å.

Values from the calculation:
Relative energy (zero: lowest compared OMol25 entry of this formula, charge and spin): 42.8 kJ/mol
Strongest force on any atom: 0.1268 hartree/bohr
2S+1: 3
Orbital gap (alpha / beta): 10.80 / 8.70 eV
Total charge: +2
E: -48290.3283 eV
HOMO (alpha / beta): -22.247 / -22.544 eV

=====

The following is a DFT calculation (ωB97M-V/def2-TZVPD) of the molecule C3H4O in a non-equilibrium geometry.

Geometry as XYZ:
```
8
Properties=species:S:1:pos:R:3:forces:R:3:nbo_charge:R:1
C -0.708390 1.194261 0.326701 -0.43 1.10 0.00 0.5215
C 0.277787 0.312177 -0.466251 0.75 1.03 -0.75 -0.6087
C 0.126070 -0.972059 0.030924 0.24 -2.46 1.77 -0.3055
O -0.844374 1.215370 1.482797 -0.13 0.09 0.46 -0.4783
H -0.009093 0.263093 -1.470796 -0.25 0.64 -1.77 0.2363
H 1.241148 0.845112 -0.406593 -0.28 -0.07 0.34 0.2638
H 0.050331 -1.048158 1.117957 0.15 -0.59 -0.39 0.1815
H -0.133479 -1.809797 -0.614739 -0.05 0.26 0.35 0.1892
```
Forces are in eV/Å.

Values from the calculation:
Relative energy (zero: lowest compared OMol25 entry of this formula, charge and spin): 253.8 kJ/mol
Strongest force on any atom: 0.0592 hartree/bohr
Orbital gap (alpha / beta): 8.57 / 7.88 eV
E: -5219.5067 eV
HOMO (alpha / beta): -8.529 / -7.977 eV